Entry 1:
84
Properties=species:S:1:pos:R:3:forces:R:3:lowdin_charge:R:1 method="wB97M-V/def2-TZVPD" gap_ev=4.672 e_above_lowest_kcal_mol=68.41 total_charge=+1
Sn 0.729 0.644 1.368 0.0 -0.1 -0.1 1.38
O 3.924 3.099 2.821 0.0 0.0 0.0 0.08
C 2.898 2.462 2.679 0.0 0.0 0.0 -0.64
O 2.140 2.407 1.637 0.0 0.0 0.0 -0.25
C 2.411 1.581 3.822 0.0 0.0 0.0 -0.16
C 2.911 1.621 5.109 0.0 0.0 0.0 0.03
C 2.319 0.811 6.070 0.0 0.0 0.0 -0.01
C 1.234 0.011 5.734 0.0 0.0 0.0 0.03
C 0.788 0.030 4.425 0.1 0.0 0.0 -0.16
N 1.402 0.772 3.510 0.0 0.1 0.0 0.03
C -0.456 -0.689 3.920 -0.1 0.1 0.0 -0.61
O -0.996 -1.508 4.640 0.1 0.0 0.0 0.07
O -0.813 -0.302 2.746 0.0 -0.1 0.0 -0.22
H 3.732 2.288 5.330 0.0 0.0 0.0 0.13
H 2.686 0.823 7.088 0.0 0.0 0.0 0.12
H 0.713 -0.605 6.454 0.0 0.0 0.0 0.13
O -4.125 -5.885 2.007 0.0 0.0 0.0 0.13
C -3.807 -4.945 1.098 0.0 0.0 0.1 -0.48
O -4.572 -4.687 0.211 0.0 0.0 0.0 0.12
C -2.490 -4.241 1.249 0.0 0.0 0.0 -0.12
C -1.684 -4.314 2.378 0.0 0.0 0.0 0.01
C -0.501 -3.595 2.450 0.0 0.0 0.0 -0.01
C -0.132 -2.786 1.387 0.0 0.0 0.0 -0.27
C -0.935 -2.697 0.255 0.0 0.0 0.0 -0.01
C -2.099 -3.432 0.185 0.0 0.0 0.0 0.00
N 1.027 -1.966 1.426 0.0 -0.1 0.0 0.04
C 2.157 -2.467 1.688 0.0 0.0 0.0 -0.05
C 3.363 -1.623 1.621 0.0 0.0 0.0 -0.25
C 4.612 -2.160 1.873 0.0 0.0 0.0 0.00
C 5.730 -1.353 1.701 0.0 0.0 0.0 -0.03
C 5.550 -0.058 1.260 0.0 0.0 0.0 -0.01
C 4.255 0.403 1.038 0.0 0.0 0.0 -0.10
N 3.180 -0.352 1.234 0.0 0.0 0.0 0.06
H -3.408 -6.022 2.636 0.0 0.0 0.0 0.09
H -1.972 -4.888 3.251 0.0 0.0 0.0 0.12
H 0.087 -3.604 3.357 0.0 0.0 0.0 0.12
H -0.638 -2.043 -0.553 0.0 0.0 0.0 0.09
H -2.744 -3.385 -0.682 0.0 0.0 0.0 0.11
H 2.286 -3.531 1.898 0.0 0.0 0.0 0.15
H 4.704 -3.191 2.189 0.0 0.0 0.0 0.12
H 6.721 -1.738 1.900 0.0 0.0 0.0 0.12
H 6.385 0.608 1.101 0.0 0.0 0.0 0.12
H 4.076 1.420 0.714 0.0 0.0 0.0 0.11
C 0.878 3.155 -4.132 0.0 0.0 0.0 -0.04
C 0.180 3.439 -2.797 0.0 0.0 0.1 -0.34
C 1.014 2.935 -1.617 0.0 0.0 0.0 -0.06
C -1.303 3.081 -2.653 0.0 0.2 0.0 -0.07
C -2.188 4.128 -2.751 0.0 0.0 -0.1 0.00
C -3.508 4.022 -2.313 0.0 0.0 0.0 0.03
C -3.980 2.882 -1.670 0.0 0.0 -0.1 0.01
C -3.166 1.786 -1.490 -0.1 0.0 0.0 -0.06
C -3.739 0.557 -0.826 0.0 0.0 0.1 -0.35
C -2.997 0.228 0.471 0.0 0.0 0.0 -0.06
C -3.843 -0.659 -1.755 0.0 0.0 0.0 -0.04
C -1.837 1.833 -2.096 0.1 -0.1 0.2 -0.14
N -1.202 0.684 -2.123 0.0 0.1 -0.2 0.26
C -0.432 0.382 -3.204 0.0 -0.1 0.0 -0.20
C -0.862 0.723 -4.506 0.0 0.0 0.0 0.00
C -0.214 0.221 -5.614 0.0 0.0 0.0 -0.05
C 0.892 -0.602 -5.449 0.0 0.0 0.0 -0.02
C 1.347 -0.955 -4.180 0.0 0.0 0.0 0.03
C 0.667 -0.497 -3.082 0.0 0.1 -0.1 -0.21
F 1.098 -0.816 -1.867 -0.1 0.0 0.1 0.08
H 1.730 3.829 -4.220 0.0 0.0 0.0 0.09
H 0.226 3.330 -4.988 0.0 0.0 0.0 0.09
H 1.263 2.136 -4.184 0.0 0.0 0.0 0.07
H 0.165 4.527 -2.712 0.0 0.0 0.0 0.13
H 1.136 1.851 -1.625 0.0 0.0 0.0 0.04
H 0.586 3.218 -0.655 0.0 0.0 0.0 0.07
H 2.010 3.376 -1.670 0.0 0.0 0.0 0.10
H -1.836 5.084 -3.117 0.0 0.0 0.0 0.13
H -4.167 4.875 -2.423 0.0 0.0 0.0 0.13
H -4.997 2.852 -1.306 0.0 0.0 0.0 0.13
H -4.762 0.838 -0.563 0.0 0.0 0.0 0.13
H -1.974 -0.073 0.266 0.0 0.0 0.0 0.01
H -3.486 -0.604 0.978 0.0 0.0 0.0 0.10
H -2.979 1.074 1.158 0.0 0.0 0.0 0.09
H -2.870 -1.126 -1.903 0.0 0.0 0.0 0.06
H -4.257 -0.393 -2.730 0.0 0.0 0.0 0.09
H -4.506 -1.397 -1.303 0.0 0.0 0.0 0.09
H -1.772 1.299 -4.607 0.0 0.0 0.0 0.14
H -0.577 0.452 -6.606 0.0 0.0 0.0 0.12
H 1.404 -0.995 -6.317 0.0 0.0 0.0 0.12
H 2.210 -1.592 -4.043 0.0 0.0 0.0 0.13


Entry 2:
25
Properties=species:S:1:pos:R:3:forces:R:3:lowdin_charge:R:1 method="wB97M-V/def2-TZVPD" gap_ev=9.309 e_above_lowest_kcal_mol=95.58 total_charge=0
C -0.008 -1.745 0.661 0.8 -0.2 2.7 -0.25
C -1.450 -2.127 0.467 0.9 -3.0 -2.0 -0.34
C -1.703 0.207 -0.622 -1.1 1.9 -0.7 -0.31
C -0.265 0.563 -0.309 1.4 -1.1 -1.4 -0.52
C 0.454 0.180 -1.657 0.5 3.0 1.6 -0.03
C -0.222 2.062 0.074 -0.1 -2.2 -1.4 0.00
C 1.648 0.089 1.168 -0.5 -4.0 0.9 -0.08
N 0.289 -0.284 0.803 -2.2 -0.3 -1.1 -0.18
O -3.549 -1.548 -1.064 -1.1 -0.3 -0.2 -0.53
S -2.086 -1.498 -1.136 0.6 0.5 0.9 0.91
H 0.272 -2.328 1.714 -0.1 1.6 -2.8 0.18
H 0.466 -2.203 -0.208 0.9 -0.1 0.2 0.10
H -1.474 -3.319 0.432 -0.1 2.5 -0.1 0.14
H -2.107 -1.850 1.212 -1.5 1.0 1.6 0.06
H -2.296 0.399 0.261 -0.4 -0.3 0.4 0.10
H -2.136 0.993 -1.389 0.9 -1.9 1.1 0.15
H 0.089 0.831 -2.434 0.1 0.2 -0.5 0.09
H 0.198 -0.770 -1.859 -1.2 -3.3 -1.1 -0.01
H 1.522 0.110 -1.640 0.9 0.7 0.2 0.08
H -1.183 2.280 0.361 -2.5 0.9 0.6 0.05
H 0.078 2.779 -0.640 0.5 0.4 -1.1 0.09
H 0.308 2.155 0.933 2.0 0.5 2.4 0.04
H 1.989 0.898 0.609 1.1 0.8 -1.5 0.05
H 1.526 0.503 2.153 0.9 -0.3 1.0 0.07
H 2.269 -0.941 1.110 -0.7 2.9 0.3 0.14


Entry 3:
13
Properties=species:S:1:pos:R:3:forces:R:3:lowdin_charge:R:1 method="wB97M-V/def2-TZVPD" gap_ev=9.020 e_above_lowest_kcal_mol=107.44 total_charge=0
C -1.209 0.052 -1.579 0.0 0.0 0.0 -0.02
C -0.138 0.058 -0.539 -0.1 -0.1 0.0 -0.36
C -0.324 0.350 0.868 -0.2 0.2 -0.1 -0.09
N 1.016 0.744 1.256 0.1 -0.1 0.2 0.06
C 1.603 -0.251 0.491 -0.1 -0.1 0.1 -0.53
O 1.694 -1.348 1.154 -0.1 0.1 -0.1 0.02
N 1.103 -0.307 -0.787 -0.1 0.1 0.1 0.18
H -0.899 -0.543 -2.440 0.0 0.1 0.1 0.08
H -1.413 1.076 -1.912 0.0 -0.1 0.1 0.09
H -2.139 -0.355 -1.168 0.1 0.1 0.0 0.08
H -1.179 0.914 1.235 0.1 -0.1 -0.1 0.10
H 1.226 0.580 2.234 0.0 0.0 -0.1 0.13
H 0.387 -1.193 1.321 0.2 0.0 0.0 0.25


Entry 4:
11
Properties=species:S:1:pos:R:3:forces:R:3:lowdin_charge:R:1 method="wB97M-V/def2-TZVPD" gap_ev="7.723 / 7.724" e_above_lowest_kcal_mol=144.51 total_charge=0
N 1.180 0.320 -0.890 -0.4 -0.1 0.4 0.12
C 1.423 -0.737 -0.271 -0.1 0.3 -0.2 -0.10
C 0.267 -1.441 0.218 -0.1 -0.1 0.1 -0.09
C -0.856 -0.679 0.154 0.2 0.0 0.0 -0.08
C -0.731 0.680 -0.329 0.2 -0.2 -0.2 -0.16
N -0.376 1.771 0.555 0.4 -0.1 0.3 -0.07
O 0.297 1.479 1.519 -0.3 0.2 -0.2 -0.04
H 1.812 1.120 -0.907 -0.3 -0.1 0.0 0.11
H 0.308 -2.461 0.580 -0.1 0.1 -0.1 0.09
H -1.830 -1.101 0.390 0.2 0.1 0.0 0.12
H -1.494 1.048 -1.020 0.3 -0.1 0.0 0.11